Entry 1:
DFT (ωB97M-V/def2-TZVPD) results for a cluster of 2 separate species, C11H15N in total.

```
27
Properties=species:S:1:pos:R:3:forces:R:3:nbo_charge:R:1
C 1.4648 1.4512 -0.0864 1.5787 -3.1264 3.3096 -0.60
C 1.7555 1.9867 1.3163 3.0019 2.8935 -2.2964 -0.61
H 2.0530 1.9135 -0.7886 0.8067 1.4957 -1.8334 0.20
H 1.8357 0.3921 -0.0822 -0.4502 0.6334 -0.1937 0.20
H 0.4566 1.3654 -0.2242 -2.4820 0.3074 -1.1076 0.21
H 2.6741 1.6014 1.7045 0.5263 -0.8028 0.3727 0.20
H 1.0912 2.0621 2.0988 -2.1188 -0.4172 1.2590 0.21
H 2.1046 3.0560 1.1406 -0.6698 -0.7565 0.4285 0.19
C -2.4157 1.2273 -0.2231 -2.1734 1.3292 0.3159 -0.65
C -0.1412 -1.5680 -1.0025 -3.2314 1.1608 -1.3752 0.15
C -0.8358 -0.8097 -0.0143 -1.2581 1.1642 -0.4294 -0.07
C -1.9158 -0.0482 -0.7780 0.6973 -0.5158 3.0177 -0.09
C -2.0121 -0.5706 -1.9616 1.5199 -1.0935 -3.5246 -0.03
C 0.9893 -2.2550 -0.6563 -3.5279 1.4254 1.8851 -0.23
C 1.1472 -2.2849 0.6802 3.2130 -0.0218 1.7490 -0.20
C -0.4963 -0.7177 1.4121 -2.2214 -0.0857 -4.5710 -0.20
C 0.5757 -1.5045 1.6794 0.4282 1.0635 2.3441 -0.24
N -0.9527 -1.5389 -2.2152 -0.6819 1.4213 1.6634 -0.58
H -0.7107 -1.6327 -3.1968 0.5791 -0.2727 0.6846 0.41
H 1.5770 -2.6854 -1.3211 2.6469 -2.3037 -2.6971 0.21
H -2.5691 -0.1535 -2.8186 0.2510 -0.6254 0.5477 0.21
H 2.0373 -2.7725 1.0152 0.5500 -0.5051 0.2275 0.20
H -1.2642 -0.1341 1.9538 1.4375 -0.3360 0.5172 0.23
H -2.2038 1.0892 0.8502 -0.4046 1.3119 -0.3874 0.21
H -3.4509 1.7841 -0.4179 1.2373 -2.4489 0.5667 0.23
H 1.1068 -1.2866 2.6518 -0.6170 -1.2358 -0.9383 0.22
H -1.9004 2.0333 -0.7163 1.3628 0.3408 0.4651 0.23
```
Forces are in eV/Å.

## Properties
- molecular weight (g mol⁻¹) = 161.25
- energy relative to the best compared isomer or geometry (same formula, charge and spin) (kJ/mol) = 331.6
- highest occupied orbital energy (eV) = -8.073
- 2S+1 = 1
- max |F| (eV/A) = 5.1
- calculated total energy (eV) = -13137.354
- charge = 0
- SMILES string = Cc1c[nH]c2ccccc12.CC

---

Entry 2:
DFT (ωB97M-V/def2-TZVPD) results for a cluster of 2 separate species, C11H15N in total.

```
27
Properties=species:S:1:pos:R:3:forces:R:3:nbo_charge:R:1
C -2.3494 -1.0901 0.1146 -1.8111 2.1443 0.7852 -0.63
C -0.3029 -0.0566 -0.9940 -1.2187 -2.1834 -0.9719 -0.11
C -1.2323 -1.1314 -0.8531 -0.4627 -2.4138 0.4078 -0.10
C 0.7035 -0.5373 -1.8671 -0.0172 -0.7723 0.2739 0.15
C -0.7353 -2.2542 -1.4900 0.4614 -0.1224 -2.0533 -0.04
C -0.3168 1.0869 -0.2368 2.8461 0.9532 -0.2202 -0.17
C 0.9429 1.6828 -0.1907 -0.0334 -1.3430 -1.4798 -0.26
C 1.9105 1.1557 -1.0648 5.3357 1.5727 -0.5809 -0.21
C 1.9208 0.1379 -1.9686 -2.0067 -0.5949 -0.9924 -0.24
N 0.3931 -1.8332 -2.2173 -2.6645 3.0509 3.2594 -0.52
H -1.1656 1.3921 0.3037 -0.6934 0.3603 0.6903 0.21
H 1.3436 2.4586 0.3892 -0.3910 1.1580 0.9990 0.22
H 3.0359 1.4942 -1.1110 -2.3389 0.6560 0.9011 0.20
H -3.3560 -1.4484 -0.1583 0.5545 0.0019 -0.5959 0.22
H -2.5170 -0.0108 0.4141 -0.0991 -0.9850 -0.6207 0.20
H -1.0005 -3.3297 -1.7528 -0.2989 1.7806 1.0506 0.22
H 0.9285 -2.3184 -2.8021 2.3399 -2.6307 -2.5878 0.39
H 2.6697 -0.0729 -2.7691 -0.3754 0.2078 1.2839 0.22
H -2.2291 -1.4928 1.1003 0.8697 -0.8329 0.4754 0.22
C 0.2462 0.6557 4.3178 -0.5376 -0.1972 -1.6362 -0.63
C -0.7273 1.7940 3.8359 2.0967 -0.2558 -1.3662 -0.62
H 0.1933 -0.2482 3.6487 -0.1831 0.5730 1.2473 0.21
H 1.2357 1.0019 4.2192 1.4553 0.5948 -0.9856 0.20
H 0.3476 0.4907 5.3719 -1.2425 -0.6972 0.7249 0.21
H -1.0749 1.5938 2.7531 0.0500 0.1708 2.0026 0.21
H -0.0338 2.6716 3.7181 -1.1415 -0.3428 0.2829 0.20
H -1.4873 1.9905 4.5759 -0.4935 0.1469 -0.2935 0.21
```
Forces are in eV/Å.

## Properties
- molecular weight (g mol⁻¹) = 161.25
- energy relative to the best compared isomer or geometry (same formula, charge and spin) (kJ/mol) = 262.0
- highest occupied orbital energy (eV) = -7.767
- 2S+1 = 1
- max |F| (eV/A) = 5.6
- calculated total energy (eV) = -13138.075
- charge = 0
- SMILES string = Cc1c[nH]c2ccccc12.CC